A gas-phase ion, C6H11IN (charge +1) at a distorted geometry, computed with ωB97M-V/def2-TZVPD.

Values from the calculation:
- E: -587.2637 Ha
- HOMO-LUMO gap (alpha / beta): 7.3 / 8.2 eV
- Charge: +1
- Highest occupied orbital energy (alpha / beta): -12.259 / -12.921 eV
- ΔE to the lowest compared entry with this formula, charge and spin: 3.5301 eV

Structure (XYZ):
```
19
Properties=species:S:1:pos:R:3:nbo_charge:R:1
C 0.386 -0.807 0.925 -0.270
C -0.459 0.759 -0.462 0.487
C 1.461 -0.652 -0.244 -0.027
C -0.895 1.846 -1.269 -0.771
C 1.670 -1.758 -1.149 -0.764
C -1.667 0.578 1.704 -0.438
N -0.632 0.267 0.681 -0.343
I 3.184 0.545 -0.058 0.314
H -0.003 -1.819 0.899 0.230
H 0.722 -0.663 1.944 0.233
H -1.627 1.338 -1.974 0.293
H -1.319 2.701 -0.789 0.261
H -0.080 2.229 -1.996 0.292
H 1.298 -2.730 -0.644 0.247
H 0.928 -1.661 -2.059 0.283
H 2.690 -1.895 -1.418 0.260
H -1.597 -0.313 2.350 0.229
H -2.693 0.614 1.300 0.247
H -1.368 1.421 2.256 0.237
```